A single C7H16NO2PS molecule in a non-equilibrium geometry. Source: the OMol25 dataset; level of theory: wB97M-V/def2-TZVPD.

Output
- HOMO energy (eV) = -8.716
- maximum force (Eh/bohr) = 0.0886
- E_LUMO (Ha) = 0.0167
- gap between HOMO and LUMO (eV) = 9.17
- SMILES = C=[S@@](=O)(O[PH2]=N)C1CCCCC1

Structure (ORCA input):
```
! RIJCOSX wB97M-V def2-TZVPD def2/J DEFGRID3
* xyz 0 1
C 2.276 1.177 1.786
S 1.959 1.364 0.170
O 2.367 2.627 -0.428
O 2.577 0.058 -0.886
P 2.631 -1.584 -0.832
N 1.741 -2.203 0.316
C 0.141 1.199 0.048
C -0.335 0.727 -1.335
C -1.904 0.622 -1.370
C -2.345 -0.361 -0.266
C -1.894 0.078 1.091
C -0.325 0.182 1.101
H 3.183 1.723 2.007
H 2.244 0.007 1.988
H 4.113 -1.587 -0.624
H 2.582 -1.882 -2.204
H 1.829 -3.247 0.392
H -0.189 2.213 0.431
H 0.207 -0.242 -1.594
H 0.057 1.491 -2.034
H -2.263 0.387 -2.396
H -2.364 1.638 -1.240
H -3.497 -0.407 -0.384
H -1.891 -1.289 -0.452
H -2.166 1.055 1.507
H -2.239 -0.788 1.625
H -0.029 0.199 2.123
H 0.155 -0.717 0.726
*
```